# 1
The following is a DFT calculation (ωB97M-V/def2-TZVPD) of a structure of composition C26H48F2NO25PdS2 in a non-equilibrium geometry.

Results
charge = +1
spin multiplicity = 3
E_LUMO (alpha / beta) = -5.880 / -8.660 eV
total energy = -110984.7095 eV
F_max = 0.217 hartree/bohr

Cartesian coordinates (Å):
Pd1 -1.73861 -25.60993 -13.90189
N1 -3.06789 -23.95547 -11.08732
S1 -3.76777 -22.59298 -10.92756
O1 -3.23358 -21.60827 -10.01449
O2 -5.19514 -22.59288 -11.33280
F1 -3.04183 -21.97849 -12.22086
S2 -3.54985 -24.32037 -9.44671
O3 -4.97308 -24.52255 -9.17454
O4 -2.64790 -23.81573 -8.42877
F2 -3.08647 -25.87300 -9.46659
C1 -7.26025 -20.74333 -5.90581
C2 -5.78355 -20.42888 -5.72989
O5 -5.67869 -20.47212 -4.35499
C3 -6.70264 -21.13986 -3.80007
O6 -6.76298 -21.54177 -2.64446
O7 -7.59015 -21.45488 -4.79355
H1 -7.42578 -21.35058 -6.79572
H2 -7.78403 -19.80998 -6.11228
H3 -5.54295 -19.41868 -6.06113
H4 -5.09721 -21.10300 -6.24235
C4 -7.42967 -29.43766 -11.03066
C5 -7.94252 -28.05328 -11.45716
O8 -7.03587 -27.68335 -12.50652
C6 -5.89399 -28.42818 -12.29498
O9 -4.82565 -28.24804 -12.89699
O10 -6.05386 -29.24276 -11.20613
H5 -7.85549 -30.31838 -11.51141
H6 -7.60462 -29.55079 -9.96075
H7 -8.00918 -27.42135 -10.57154
H8 -8.96664 -28.11821 -11.82468
C7 3.09702 -22.73052 -9.03900
C8 2.17207 -22.73193 -10.28778
O11 3.05336 -22.70314 -11.32226
C9 2.64296 -22.81998 -12.62304
O12 1.49815 -23.17333 -13.03042
O13 3.54882 -22.41191 -13.52512
C10 4.85104 -22.13015 -13.19742
H9 3.76482 -23.59197 -9.03078
H10 2.48308 -22.79600 -8.14073
H11 3.66591 -21.80190 -8.99296
H12 1.44214 -21.92536 -10.21903
H13 1.58877 -23.65073 -10.22719
H14 5.19317 -21.54636 -14.05194
H15 5.43335 -23.00663 -12.91316
H16 5.02869 -21.37474 -12.43198
C11 -5.85497 -19.78081 -17.51143
C12 -5.25644 -21.03212 -16.90647
O14 -5.92410 -22.18103 -17.48377
C13 -5.55240 -23.41519 -17.01683
O15 -4.70357 -23.71971 -16.17306
O16 -6.36673 -24.32207 -17.65628
C14 -5.95863 -25.63518 -17.81130
H17 -6.87735 -19.61964 -17.16957
H18 -5.90122 -19.83323 -18.59918
H19 -5.24128 -18.88973 -17.37920
H20 -5.34559 -21.03902 -15.82015
H21 -4.20760 -21.28285 -17.06512
H22 -4.86921 -25.66447 -17.83150
H23 -6.30647 -26.13890 -18.71316
H24 -6.27188 -26.24078 -16.96087
C15 3.49070 -12.60624 -6.32952
C16 3.78436 -13.91711 -5.50682
O17 3.10197 -14.98799 -6.06101
C17 1.75517 -15.25122 -5.82172
O18 0.98698 -14.56890 -5.11240
O19 1.40768 -16.23266 -6.63858
C18 0.12607 -16.83089 -6.62771
H25 4.11995 -11.73307 -6.15712
H26 2.45854 -12.30292 -6.15422
H27 3.43504 -12.74680 -7.40899
H28 3.51157 -13.70620 -4.47280
H29 4.82572 -14.20982 -5.64093
H30 -0.49942 -16.63821 -5.75608
H31 0.37634 -17.88673 -6.73089
H32 -0.40463 -16.63748 -7.55994
C19 0.71473 -19.15538 -0.93229
C20 -0.81878 -19.11122 -1.15041
O20 -1.33859 -20.46130 -1.02317
C21 -1.43387 -21.38512 -2.04958
O21 -1.04681 -21.31133 -3.22132
O22 -1.86790 -22.50159 -1.45228
C22 -2.06969 -23.78305 -2.15056
H33 1.11246 -19.80553 -1.71154
H34 0.98816 -19.56160 0.04153
H35 1.05665 -18.14162 -1.14081
H36 -1.20860 -18.49494 -1.96057
H37 -1.21050 -18.55898 -0.29621
H38 -1.05936 -24.15871 -2.31247
H39 -2.67252 -23.76386 -3.05849
H40 -2.45664 -24.50397 -1.43040
C23 5.19560 -28.72226 -12.98064
C24 3.77064 -28.00833 -12.64611
O23 2.99437 -29.01790 -11.94991
C25 1.68888 -28.91038 -11.80269
O24 0.85488 -28.07036 -12.21333
O25 1.30887 -29.89996 -11.01740
C26 -0.01361 -30.34164 -11.05678
H41 5.99423 -28.02123 -13.22322
H42 5.09588 -29.50712 -13.73041
H43 5.55659 -29.24171 -12.09298
H44 3.27503 -27.76242 -13.58525
H45 3.83552 -27.09241 -12.05873
H46 -0.64672 -29.72588 -10.41795
H47 -0.00786 -31.35184 -10.64746
H48 -0.49992 -30.42255 -12.02892

Force components x, y, z for each atom (eV/Å):
0.1 0.0 0.1
-0.8 -2.0 3.1
-1.3 9.3 -6.1
-1.5 -2.2 0.5
3.0 -0.8 1.5
-0.8 -0.6 -0.2
0.5 -7.1 6.1
2.6 1.8 -1.5
-1.5 0.3 -2.5
-0.1 1.4 -1.0
0.8 0.6 -3.3
-0.3 0.8 -1.4
0.8 0.1 2.1
0.0 -2.1 2.3
0.0 1.5 -3.2
-0.8 -0.3 2.2
-0.1 -0.2 0.1
-0.6 0.0 0.8
0.0 0.0 0.0
0.0 -0.4 0.3
-1.2 1.0 1.5
-1.5 -1.5 -0.1
1.0 -0.9 0.7
2.5 1.5 -0.5
-3.2 -0.7 1.6
1.3 -0.1 -2.0
0.3 0.2 -0.6
0.0 -0.2 0.0
0.8 0.6 -0.4
0.2 0.1 -0.4
-0.9 0.3 -0.1
-0.6 -1.0 3.6
1.1 0.2 -4.3
-3.2 -0.1 -0.9
3.7 0.9 2.0
-2.5 -1.1 0.8
2.1 1.6 0.3
0.0 0.1 -0.2
0.0 0.1 0.0
0.1 -0.1 0.0
0.3 0.4 -0.5
0.0 -0.2 -0.5
0.6 -0.9 -0.4
0.0 0.0 -0.5
-0.8 -0.2 0.7
0.3 0.0 -0.8
0.5 -0.7 0.3
0.1 -1.9 1.1
-0.4 -0.5 0.0
-1.4 1.0 -1.8
0.0 2.6 0.0
1.4 -1.5 0.9
0.2 0.1 0.2
-0.1 -0.4 -0.1
0.0 -0.1 0.7
-0.4 -0.1 0.1
0.3 0.9 -0.4
0.1 -0.2 0.0
-0.4 0.8 -0.1
-0.1 0.0 0.1
-0.9 -0.4 -0.1
0.3 2.6 -0.7
-2.8 -2.3 -0.2
-0.7 3.3 0.8
2.4 -2.2 -1.6
0.9 0.3 0.2
-0.2 -1.1 -0.4
0.2 -0.3 0.4
-0.1 0.1 0.6
0.7 -0.5 -0.1
0.1 -0.4 0.1
0.0 0.2 0.5
0.3 0.2 0.0
-0.3 -0.2 0.5
0.0 0.7 0.1
-1.2 0.0 -1.6
0.8 -0.3 1.3
-0.8 -0.5 -1.5
1.7 0.0 -0.8
-1.1 0.5 2.5
-1.1 -0.4 -0.1
1.5 0.5 0.6
0.3 0.0 0.0
-0.1 0.3 0.0
0.4 0.0 0.4
0.4 -0.8 -0.8
-0.4 -0.5 0.3
0.0 0.0 -0.7
0.1 0.5 0.2
-0.5 0.6 0.2
-1.5 0.6 1.2
1.5 -1.2 -1.1
0.2 0.7 -0.3
-2.4 1.7 -0.2
2.5 -1.3 0.1
1.1 -0.7 -0.3
-1.5 -0.6 0.7
-0.4 0.2 -0.3
-0.2 0.4 -0.2
-0.2 0.1 0.2
-0.1 0.0 0.1
0.2 -0.3 0.2
0.0 0.1 0.0
0.1 0.1 0.1
0.5 0.4 -0.3

***

# 2
The following is a DFT calculation (ωB97M-V/def2-TZVPD) of the ion C4H10NS with charge -1.

Results
charge = -1
SMILES = CN[C@H](C)C[S-]
E_LUMO = 3.830 eV
total energy = -16635.9490 eV
F_max = 0.017 hartree/bohr
ΔE to the lowest compared entry with this formula, charge and spin = 3.74 kcal per mole

Cartesian coordinates (Å):
C1 1.66066 -1.22541 -1.49591
N1 0.89593 -0.00184 -1.68453
C2 0.01852 0.46257 -0.54596
C3 0.71107 1.59426 0.18757
C4 -0.38515 -0.64669 0.42024
S1 -1.66600 -0.09958 1.60111
H1 0.98161 -2.07300 -1.43242
H2 2.25441 -1.25599 -0.57055
H3 2.35588 -1.36068 -2.32918
H4 1.54639 0.74898 -1.87072
H5 -0.89328 0.79538 -1.02670
H6 0.89149 2.47692 -0.42110
H7 0.10286 1.88637 1.03868
H8 1.67863 1.26664 0.56680
H9 0.49465 -1.03082 0.94241
H10 -0.80542 -1.46521 -0.15633

Force components x, y, z for each atom (eV/Å):
0.0 0.2 0.4
-0.1 -0.1 0.0
0.7 -0.4 -0.4
-0.1 0.1 0.3
-0.3 0.1 0.0
0.0 0.0 0.1
0.0 -0.1 -0.2
0.1 0.1 0.0
-0.2 0.0 -0.1
0.0 0.0 -0.1
-0.3 0.3 0.1
-0.1 0.1 -0.3
-0.1 0.0 0.1
0.2 -0.2 0.1
0.1 0.0 0.1
0.0 -0.2 -0.2

***

# 3
The following is a DFT calculation (ωB97M-V/def2-TZVPD) of a structure of composition C9H17CdNOP in a non-equilibrium geometry.

Results
charge = -1
E_LUMO (alpha / beta) = 3.132 / 3.133 eV
total energy = -26992.8192 eV
F_max = 0.068 hartree/bohr

Cartesian coordinates (Å):
C1 0.61249 0.22993 -3.76574
C2 -0.67081 -0.48557 -3.71094
C3 -0.47591 -1.64707 -2.96204
C4 0.93169 -1.67337 -2.53874
C5 1.62029 -0.58097 -3.15454
Cd1 0.15269 0.21603 -1.53644
P1 -0.37131 2.38703 -1.13534
H1 0.79239 1.14903 -4.32784
H2 -1.60741 -0.13967 -4.15074
H3 -1.22981 -2.39077 -2.69954
H4 2.68799 -0.36717 -3.10074
H5 1.40249 -2.48767 -1.98314
H6 -1.33861 2.64263 -0.13394
H7 -0.89531 3.15413 -2.20584
H8 0.67939 3.23393 -0.70414
C6 -0.31861 -0.33717 3.99516
N1 0.31339 -0.29067 2.68466
C7 1.75049 -0.53687 2.58486
C8 -0.40271 -0.03637 1.53576
C9 -1.90081 0.16933 1.53746
O1 0.21219 -0.00837 0.47306
H9 0.41199 -0.55957 4.80366
H10 -1.08841 -1.13707 4.02116
H11 -0.77891 0.64613 4.22816
H12 1.93479 -1.42267 1.93816
H13 2.25709 0.34653 2.14206
H14 2.21689 -0.74107 3.57136
H15 -2.16141 1.17143 1.16396
H16 -2.37751 -0.59207 0.88826
H17 -2.35871 0.08803 2.54186

Force components x, y, z for each atom (eV/Å):
-0.5 -1.0 -2.5
1.3 1.1 -0.9
1.4 -0.6 0.5
-0.4 -1.7 -1.2
-0.9 0.1 0.0
-0.4 -1.1 -0.4
-1.1 3.3 0.3
-0.1 -0.4 0.3
0.4 -0.1 0.3
0.3 0.3 0.0
-0.4 0.0 0.1
-0.2 0.4 -0.2
0.0 0.1 0.0
0.0 0.0 0.0
0.4 0.3 0.2
-0.5 0.0 0.5
-0.7 -0.1 -0.5
0.5 -0.1 -0.5
0.3 -0.1 2.1
-0.4 -0.2 0.9
0.9 -0.6 2.2
-0.3 0.2 -0.8
0.3 0.5 0.1
0.1 -0.5 0.0
0.0 0.6 0.3
-0.2 -0.5 0.1
-0.7 0.2 -0.5
0.2 -0.5 0.0
0.4 0.4 0.1
0.3 0.0 -0.5